(1)
{
  "formula": "C9H17AlBF6O6S",
  "method": "ωB97M-V/def2-TZVPD",
  "homo_ev": -4.239,
  "e_tot_ev": -56312.540,
  "charge": -1,
  "elements": ["O", "H", "H", "C", "S", "H", "F", "H", "H", "H", "Al", "C", "H", "H", "H", "H", "C", "B", "C", "O", "F", "H", "C", "C", "O", "O", "C", "O", "H", "C", "F", "F", "F", "H", "H", "F", "C", "O", "H", "H", "H"],
  "coordinates": [[1.57714, 0.34683, -6.03220], [-0.34903, -0.28825, 1.81811], [2.46363, -4.45349, 2.91602], [2.97776, -4.83321, 4.96527], [-4.14974, 1.89311, -5.03858], [-2.53323, 1.77345, 2.44774], [1.84159, 0.20671, 5.75957], [-3.64284, 3.01061, -4.43089], [-2.05745, -0.50575, 1.48320], [-2.49200, -0.73293, -5.57023], [-2.31897, 0.80193, -6.00414], [2.88471, -3.91513, 3.76409], [-0.82827, 1.95136, 2.82902], [1.98444, -5.16904, 5.26734], [3.59021, -5.70495, 4.73411], [-1.50115, -0.41102, 3.16141], [-1.52860, 1.48479, 2.13603], [0.66933, 1.44605, -6.16657], [-2.22020, 1.95613, -0.05285], [-1.22704, 2.01577, 0.83988], [-0.54715, 2.22219, -1.70016], [-0.72926, 2.76805, -5.12511], [-1.78196, 2.59220, -1.36834], [-0.62275, 1.66826, -5.28247], [3.65263, -1.72114, 5.05635], [1.99449, -2.81976, 4.02661], [-1.34984, -0.01871, 2.15533], [-3.29945, 1.50261, 0.16205], [3.41764, -4.31760, 5.81989], [2.52401, -1.78913, 4.68215], [1.30207, -0.02624, 3.69813], [-2.59837, 2.26929, -2.36267], [0.29485, -1.16472, 5.21475], [-0.39815, 1.24666, -4.28348], [3.86609, -3.54950, 3.46080], [-1.77293, 3.92995, -1.27572], [1.48421, -0.68568, 4.84389], [0.99689, 2.42221, -7.17727], [-2.49878, 1.00601, -7.59117], [1.11606, 3.22375, -6.67373], [1.80940, 0.36831, -5.10616]],
  "lowdin_charge": [0.0775, 0.0750, 0.1271, -0.0614, 0.1759, 0.1241, 0.1769, -0.2760, 0.0823, -0.1257, -0.0247, -0.1995, 0.1205, 0.0829, 0.0820, 0.0736, -0.2049, -0.6858, -0.3867, 0.0273, 0.1688, 0.0448, -0.5541, -0.2176, 0.1768, 0.0335, -0.0659, 0.1801, 0.0773, -0.3967, 0.1678, 0.1368, 0.1661, 0.0220, 0.1260, 0.1616, -0.5560, 0.0587, -0.1194, 0.0626, 0.0668]
}


(2)
{
  "formula": "H12O6",
  "method": "ωB97M-V/def2-TZVPD",
  "homo_ev": -10.708,
  "e_tot_ev": -12479.990,
  "charge": 0,
  "elements": ["H", "O", "H", "H", "H", "H", "H", "O", "O", "H", "O", "O", "H", "H", "O", "H", "H", "H"],
  "coordinates": [[-0.09742, 0.59130, 1.96703], [-1.06464, -1.18539, -1.06027], [3.57529, -0.18111, 1.14597], [-1.59878, -1.05764, -1.85228], [-1.65350, 2.04438, -1.16077], [-0.19943, -1.48308, -1.38990], [2.61186, -1.50918, -1.57856], [-2.27333, -1.04107, 1.37371], [1.97453, -0.93366, -2.01739], [2.28120, 0.64351, 1.35815], [-1.78650, 1.89257, -0.21722], [0.51105, 0.69549, 1.22581], [-1.80067, -0.88564, 0.52493], [-2.97403, -0.38229, 1.40059], [3.26000, 0.66268, 1.48275], [1.99122, -0.11624, -1.50094], [-0.05161, 0.63471, 0.44161], [-2.70524, 1.61066, -0.14321]],
  "lowdin_charge": [0.0616, -0.0489, 0.0142, 0.0661, 0.0521, 0.0452, 0.0478, -0.0762, -0.0493, -0.0165, -0.0429, -0.0535, -0.0241, 0.0228, -0.0893, 0.0408, 0.0070, 0.0433]
}


(3)
{
  "formula": "C29H46F3IN7O9PS3Ti",
  "method": "ωB97M-V/def2-TZVPD",
  "s2": 2.015,
  "homo_ev": [-7.132, -7.132],
  "multiplicity": 3,
  "e_tot_ev": -140837.398,
  "charge": 0,
  "elements": ["H", "H", "H", "C", "H", "H", "H", "H", "C", "I", "H", "C", "C", "H", "O", "H", "H", "C", "O", "C", "C", "H", "O", "H", "C", "H", "C", "S", "Ti", "C", "H", "C", "F", "H", "H", "C", "H", "N", "O", "H", "N", "H", "O", "C", "C", "N", "C", "C", "H", "H", "C", "H", "H", "F", "P", "H", "H", "H", "C", "H", "C", "N", "N", "H", "H", "C", "C", "H", "O", "C", "H", "H", "H", "O", "H", "H", "C", "C", "H", "F", "C", "C", "H", "C", "H", "H", "N", "O", "C", "H", "C", "H", "N", "H", "S", "H", "O", "H", "S", "H"],
  "coordinates": [[1.10425, -0.72617, -1.38960], [5.09915, 0.42543, -4.11340], [3.66745, -1.55967, -4.98590], [-2.07755, -2.40317, 2.48410], [-3.06665, -5.33567, 0.29670], [4.50165, -2.75717, -4.01410], [5.05345, -2.35647, -1.64330], [3.39965, 0.51373, -5.58110], [1.73535, 0.83053, -4.21510], [-1.04025, -3.90657, -1.36240], [3.30825, -2.37077, -1.37270], [-3.37435, -4.39697, 2.21370], [3.74845, 2.45403, -1.92970], [2.76275, -2.54247, -3.82550], [-4.71395, 3.06543, 6.91970], [1.40895, 2.76683, -3.25640], [4.80255, 4.21003, -1.34200], [0.16355, 3.91213, 0.70700], [0.28495, -1.17077, -0.90380], [4.23255, 3.35883, -1.00410], [2.77255, 1.17843, -0.15150], [-0.49175, 3.75653, 1.55900], [-0.14305, 0.70683, 1.39330], [-6.46265, 1.41903, 4.26770], [2.77225, 1.32403, -5.22020], [-2.12785, 1.23053, 1.54820], [-2.70205, 0.56833, 4.10260], [-5.41905, 1.79233, 6.86620], [-0.94375, -0.71857, 0.56120], [0.83565, -0.21037, -4.89660], [1.40165, -1.06317, -5.26270], [-4.67095, 1.12593, 5.33600], [-4.85105, 0.09553, -1.06650], [-3.18425, -3.28007, 4.05580], [5.43905, 0.50603, -2.38060], [-2.90755, -3.35087, 3.01670], [0.07085, 1.62713, -3.07500], [1.28725, -3.42767, 2.32810], [-1.96445, 0.18843, -0.80090], [-0.31185, -1.36297, -1.66110], [1.38905, -1.84947, 4.05760], [-5.38765, 0.90043, 2.05230], [-1.69775, -1.21497, -2.71620], [3.26145, 2.08283, 0.77450], [-5.42085, 1.15313, 4.18360], [1.23555, -3.65367, 0.94460], [0.84245, 1.98593, -3.75930], [4.16465, -1.73007, -1.58530], [4.38645, 3.88473, 1.06210], [-2.55125, 3.34763, -0.01190], [-1.98105, 3.40313, -0.93650], [-2.78195, 0.79893, 6.24290], [1.18305, 3.66953, 0.98510], [-3.74465, -1.66007, -0.50080], [2.36625, 0.02033, -2.60590], [2.10305, -3.38637, 0.47440], [1.92925, -3.99427, 2.88060], [1.92665, -2.49007, 4.61360], [-4.81255, 0.87433, 2.96970], [2.25425, 1.74173, -6.08260], [-4.10005, -0.89057, -1.55540], [-1.68185, -2.38307, 1.16520], [0.67645, -1.23827, 1.89550], [4.29825, -1.02817, -0.76400], [3.40385, 2.10693, -4.81150], [3.96225, -0.98527, -2.90930], [-2.84765, -4.49147, 0.93020], [1.06135, -4.63787, 0.76680], [1.05505, 0.57483, 3.28550], [3.70135, -2.01847, -4.00300], [3.06035, 1.93783, 1.82590], [-3.49285, 0.56403, 0.93120], [1.43035, -0.84467, 4.26350], [-6.83505, 1.88463, 6.56600], [0.05585, -0.56597, -4.22260], [0.10785, 4.93943, 0.35680], [5.20925, -0.16197, -3.20830], [-3.32845, 0.81493, 5.31440], [6.05765, -0.83147, -3.34390], [-4.82645, -1.62577, -2.37630], [3.01275, 1.35063, -1.51530], [-2.01405, -3.50357, 0.46880], [-1.94055, 4.42893, -1.29330], [1.13885, -2.12997, 2.75790], [-4.06075, -5.13317, 2.59090], [0.34035, 2.42353, -4.62080], [-2.78365, 0.44783, 1.65720], [-2.79875, 0.95983, -2.96400], [3.99875, 3.17493, 0.34760], [0.33915, 0.25153, -5.74950], [-3.44775, 0.60433, 2.92720], [-2.42565, 2.76643, -1.69480], [0.60225, 0.04683, 2.23580], [-1.63025, 0.39183, 4.06540], [-0.29575, 2.79333, -0.64890], [2.19455, 0.32783, 0.19750], [-5.05055, 0.82683, 7.88710], [-1.68465, -1.61197, 3.11600], [-2.47575, -0.14897, -2.14020], [3.95015, 2.61293, -2.97570]],
  "lowdin_charge": [-0.0165, 0.0671, 0.0657, -0.0898, 0.0946, 0.0875, 0.0890, 0.0637, -0.6597, 1.1897, 0.0617, -0.0050, -0.0966, 0.0780, -0.3560, 0.0612, 0.1078, -0.3539, -0.3028, -0.0634, -0.1189, 0.0420, -0.2310, 0.1094, -0.0779, 0.0830, -0.0435, 0.4062, 0.9182, -0.0907, 0.0665, -0.2497, 0.1509, 0.1270, 0.0762, -0.0080, 0.0323, -0.0154, -0.4332, -0.0553, 0.1945, 0.1062, -0.3799, -0.0815, -0.0486, 0.0011, -0.1127, -0.1068, 0.1095, 0.0401, -0.3602, 0.1180, 0.0075, 0.0867, 1.2081, 0.0855, 0.1467, 0.1119, -0.0222, 0.0911, -0.6137, -0.1104, 0.0475, 0.0729, 0.0637, -0.6717, -0.1307, 0.0649, -0.0212, -0.0950, 0.1055, 0.0756, 0.0906, -0.3642, 0.0546, 0.0387, -0.0749, -0.0467, 0.0902, 0.1830, -0.3506, -0.6697, 0.0403, -0.3814, 0.1189, 0.0979, 0.0565, -0.2233, -0.0718, 0.0934, -0.2978, -0.0001, -0.4206, 0.0955, 0.7949, 0.0800, -0.3655, 0.1009, 0.5481, 0.0903]
}


(4)
{
  "formula": "C4H2S5",
  "method": "ωB97M-V/def2-TZVPD",
  "homo_ev": [-8.557, -8.557],
  "e_tot_ev": -58352.556,
  "charge": 0,
  "elements": ["S", "H", "H", "S", "C", "C", "C", "S", "S", "C", "S"],
  "coordinates": [[2.42514, -0.05700, -2.10759], [0.63004, -1.04082, 1.85054], [-1.19188, -1.13433, 2.21908], [0.67768, 2.56984, -1.64219], [-0.41970, -0.92741, 1.32090], [-0.98832, 0.38263, -0.69683], [-0.67182, 0.43500, 0.64629], [-0.51976, 1.83910, 1.62284], [-1.03029, -0.98018, -1.52200], [1.50768, 1.22893, -1.78821], [-0.41879, -2.31575, 0.09717]],
  "lowdin_charge": [0.6669, 0.1063, 0.1239, 0.7522, -0.5802, -0.7051, -0.9128, 0.6876, 0.7071, -1.3176, 0.4716]
}


(5)
{
  "formula": "C4H6BaO2",
  "method": "ωB97M-V/def2-TZVPD",
  "homo_ev": -17.992,
  "e_tot_ev": -9016.674,
  "charge": 2,
  "elements": ["H", "C", "O", "C", "C", "H", "H", "H", "H", "C", "Ba", "H", "O"],
  "coordinates": [[1.26300, 1.84978, -0.05908], [1.37204, 0.67883, 0.17087], [-1.53687, -1.00716, -0.02849], [-0.07859, 0.79960, 0.48301], [-0.56355, -0.17696, -0.53384], [-1.49048, -1.95827, -0.17756], [2.09810, 0.60416, 0.98456], [1.13893, -1.49990, -0.26854], [1.49504, -0.48864, -1.72822], [1.08171, -0.50364, -0.71679], [-3.01382, 0.16439, 2.09341], [-0.87742, 0.22820, -1.50416], [-0.88808, 1.30961, 1.28481]],
  "lowdin_charge": [0.2262, -0.0407, -0.1280, -0.3645, -0.2723, 0.1374, 0.1517, 0.1305, 0.1296, -0.0088, 2.0718, 0.1765, -0.2094]
}


(6)
{
  "formula": "C2H4NO2",
  "method": "ωB97M-V/def2-TZVPD",
  "homo_ev": -16.572,
  "e_tot_ev": -7711.075,
  "charge": 1,
  "elements": ["O", "C", "N", "C", "H", "O", "H", "H", "H"],
  "coordinates": [[0.60640, -1.27507, 0.07170], [1.68334, 0.75841, -0.04693], [0.86531, -0.18256, -0.03034], [-1.77510, -0.34392, -0.03019], [2.71676, 0.24250, 0.01927], [-0.96156, 0.61623, 0.01708], [-1.59064, -1.48972, -0.15530], [1.31874, 1.78367, 0.15153], [-2.86324, -0.10954, 0.00319]],
  "lowdin_charge": [0.2180, 0.1777, -0.1323, 0.0826, 0.1921, 0.0252, 0.1552, 0.1485, 0.1329]
}